DFT (the ωB97M-V functional and the def2-TZVPD basis) results for 2 unconnected molecules or ions with the total composition C4H9NO3.

LUMO   0.6 eV
Calculated total energy   -438.26823 Ha
HOMO   -9.64 eV
2S+1   1
ΔE to the lowest compared entry with this formula, charge and spin   38.18 kcal/mol
SMILES string   CN(C=O)CC=O.O

Last column: Löwdin charge in e.
Geometry (Å):
C  0.419869  1.757074  1.857319  -0.0413
N  -0.514305  1.163624  0.913718  -0.1521
C  -1.534681  0.385502  1.355305  -0.3360
O  -2.398812  -0.071676  0.638088  0.0323
C  -0.575184  1.659479  -0.453581  -0.1098
C  -0.333332  0.588578  -1.493150  -0.2206
O  -0.089293  0.911155  -2.630502  0.0512
H  0.536637  2.818556  1.638130  0.0916
H  0.063433  1.577914  2.870251  0.0856
H  1.382814  1.313121  1.795355  0.0745
H  -1.490042  0.206001  2.435457  0.1328
H  0.170499  2.438702  -0.604030  0.1310
H  -1.539226  2.125962  -0.610258  0.1357
H  -0.321410  -0.474113  -1.234312  0.1252
O  1.813078  -5.750441  -2.069908  -0.0577
H  1.642845  -4.872629  -2.423515  0.0308
H  2.767104  -5.776812  -1.984371  0.0269

Forces on the atoms, in the same order (eV/Å):
C -0.6 0.1 -0.2
N 0.0 0.2 0.2
C 0.1 0.0 -0.3
O 0.0 0.1 0.0
C 0.2 -0.4 0.6
C 0.4 0.5 -1.0
O -0.2 -0.1 0.2
H -0.2 0.1 0.3
H -0.1 0.3 0.0
H 1.0 -0.5 -0.2
H 0.0 -0.1 0.2
H 0.1 -0.1 0.1
H -0.4 0.0 -0.3
H -0.2 -0.1 0.5
O -0.1 0.1 0.0
H -0.1 0.0 0.0
H 0.2 -0.1 0.1


DFT (the ωB97M-V functional and the def2-TZVPD basis) results for a molecular structure, C40H51Cl3NO3Zr.

LUMO   -5.3 eV
Calculated total energy   -3262.82171 Ha
HOMO   -11.02 eV
Net charge   +1
2S+1   1
ΔE to the lowest compared entry with this formula, charge and spin   3.28 kcal/mol

Last column: Löwdin charge in e.
Geometry (Å):
Zr  -0.289299  -1.729635  -0.410170  1.7459
C  0.377385  4.943967  2.908507  -0.0573
C  -0.544762  3.998487  3.673605  -0.5560
C  0.018116  3.796147  5.090144  -0.0278
C  -1.944732  4.630035  3.757148  -0.0276
C  -0.657565  2.645993  2.992387  -0.1224
C  -0.029057  2.338334  1.844401  0.0662
C  -0.181016  1.014350  1.296418  -0.1291
N  0.321637  0.516538  0.218547  0.0887
C  1.146941  1.050169  -0.748736  -0.1597
C  1.331533  2.399467  -1.073425  0.0444
C  2.234464  2.754529  -2.049215  -0.1413
C  2.964797  1.720772  -2.661852  0.0729
C  2.802971  0.364658  -2.401841  -0.0717
C  1.831777  0.028107  -1.453436  -0.2528
O  1.507625  -1.239733  -1.142398  -0.3175
C  3.645943  -0.707077  -3.100996  -0.5305
C  2.746895  -1.676184  -3.882426  -0.0546
C  4.636335  -0.089173  -4.090480  -0.0601
C  4.448344  -1.479752  -2.042885  -0.0301
C  2.398726  4.224993  -2.436650  -0.5547
C  2.777752  5.040155  -1.192668  -0.0390
C  3.485298  4.424987  -3.493773  -0.0581
C  1.068289  4.742737  -3.001114  -0.0384
C  -0.924641  -0.030258  2.062265  -0.1907
O  -0.881746  -1.209093  1.630546  -0.1050
C  -1.648148  0.343650  3.250459  -0.0650
C  -1.491179  1.631039  3.641134  0.0967
C  -2.514773  -0.669893  3.995514  -0.5336
C  -1.647962  -1.838072  4.493285  -0.0266
C  -3.614292  -1.185099  3.052967  -0.0374
C  -3.188603  -0.026051  5.207162  -0.0560
H  0.427755  5.896776  3.435629  0.0950
H  0.007225  5.147513  1.901059  0.0886
H  1.393348  4.549633  2.839087  0.0937
H  0.100196  4.761255  5.591264  0.0951
H  1.011473  3.345354  5.053751  0.0971
H  -0.622287  3.161908  5.704655  0.0815
H  -1.878474  5.602040  4.247083  0.0951
H  -2.640616  4.019362  4.333789  0.0816
H  -2.365850  4.777873  2.761115  0.0963
H  0.615167  3.046618  1.352827  0.0917
H  0.720197  3.154638  -0.601482  0.1058
H  3.692656  1.999119  -3.407289  0.0906
H  2.122449  -1.137056  -4.598696  0.0845
H  2.109201  -2.257143  -3.218758  0.0473
H  3.369071  -2.377032  -4.441518  0.0926
H  4.130424  0.448250  -4.895528  0.0926
H  5.221582  -0.888117  -4.546319  0.0917
H  5.335775  0.590130  -3.599368  0.0915
H  3.796602  -1.973990  -1.324331  0.0770
H  5.117583  -0.807196  -1.502725  0.0943
H  5.057504  -2.243630  -2.529255  0.0919
H  3.716851  4.685352  -0.764162  0.0949
H  2.008321  4.983115  -0.419647  0.0676
H  2.899102  6.091537  -1.458565  0.0912
H  4.461660  4.085612  -3.142209  0.0926
H  3.569701  5.487347  -3.724624  0.0915
H  3.247355  3.904642  -4.423411  0.0908
H  0.262027  4.668822  -2.268927  0.0789
H  0.774223  4.176202  -3.886456  0.0935
H  1.165779  5.792177  -3.284544  0.0907
H  -2.010335  1.944756  4.535570  0.1010
H  -1.200452  -2.395561  3.673528  0.0771
H  -2.271020  -2.524606  5.068106  0.0934
H  -0.851867  -1.479086  5.149023  0.0956
H  -3.208258  -1.686431  2.176782  0.0687
H  -4.249595  -0.362798  2.717155  0.0841
H  -4.242269  -1.898921  3.588323  0.0960
H  -2.461346  0.335229  5.937865  0.0927
H  -3.805576  -0.774486  5.703740  0.0951
H  -3.842809  0.800408  4.920052  0.0936
Cl  -5.417502  -1.182513  -5.772380  0.7081
C  -4.460185  -1.205104  -4.334426  -0.6619
C  -3.097891  -1.438992  -4.429504  -0.1066
C  -2.371601  -1.447613  -3.258211  -0.5195
Cl  -0.646067  -1.722817  -3.258528  0.8264
C  -2.930881  -1.237919  -2.004630  -0.4285
O  -2.159029  -1.268302  -0.916122  -0.3219
C  -4.303440  -1.007149  -1.950297  -0.5769
Cl  -5.042538  -0.739961  -0.413002  0.7469
C  -5.066002  -0.989554  -3.104829  -0.1084
H  -2.626413  -1.609942  -5.386354  0.1171
H  -6.129757  -0.810051  -3.042780  0.1147
C  0.274836  -7.157173  -1.135502  -0.0455
C  -0.424869  -6.516973  0.072588  -0.6309
C  -1.915235  -6.883828  0.074072  -0.0463
C  0.236378  -6.991406  1.375420  -0.0458
C  -0.291608  -5.059118  -0.020281  -0.1164
C  -0.178979  -3.847104  -0.096825  -0.1372
H  0.181812  -8.242404  -1.072368  0.0898
H  1.333944  -6.900591  -1.154385  0.0886
H  -0.179379  -6.825100  -2.069278  0.0875
H  -2.019795  -7.967576  0.144476  0.0897
H  -2.400453  -6.548644  -0.842842  0.0877
H  -2.428009  -6.430834  0.922749  0.0876
H  0.143398  -8.075720  1.452845  0.0898
H  -0.245104  -6.540057  2.243097  0.0870
H  1.294878  -6.732280  1.392318  0.0887

Forces on the atoms, in the same order (eV/Å):
Zr -0.3 0.4 0.2
C 0.0 0.0 0.0
C -0.1 0.0 0.0
C 0.0 0.0 0.0
C 0.0 0.0 0.0
C 0.0 0.0 0.0
C 0.0 0.0 0.0
C 0.1 0.0 0.0
N -0.1 -0.1 -0.1
C 0.1 0.0 -0.1
C -0.1 0.0 0.1
C 0.1 -0.1 -0.1
C 0.0 0.1 0.0
C 0.0 -0.1 0.0
C 0.0 0.0 0.0
O 0.1 0.0 -0.2
C 0.0 0.0 0.0
C 0.0 0.0 0.0
C 0.0 0.0 0.0
C 0.0 0.0 0.0
C 0.0 0.0 0.0
C 0.0 0.0 0.0
C 0.0 0.0 0.0
C 0.0 0.0 0.0
C -0.1 -0.2 0.1
O -0.1 0.0 -0.1
C 0.0 0.0 0.1
C 0.0 0.0 0.0
C 0.0 0.0 -0.1
C 0.0 0.0 0.0
C 0.0 0.0 0.0
C 0.0 0.0 0.0
H 0.0 0.0 0.0
H 0.0 0.0 0.0
H 0.0 0.0 0.0
H 0.0 0.0 0.0
H 0.0 0.0 0.0
H 0.0 0.0 0.0
H 0.0 0.0 0.0
H 0.0 0.0 0.0
H 0.0 0.0 0.0
H 0.0 0.0 0.0
H 0.0 0.0 0.0
H 0.0 0.0 0.0
H 0.0 0.0 0.0
H 0.0 0.0 0.0
H 0.0 0.0 0.0
H 0.0 0.0 0.0
H 0.0 0.0 0.0
H 0.0 0.0 0.0
H 0.0 0.0 0.0
H 0.0 0.0 0.0
H 0.0 0.0 0.0
H 0.0 0.0 0.0
H 0.0 0.0 0.0
H 0.0 0.0 0.0
H 0.0 0.0 0.0
H 0.0 0.0 0.0
H 0.0 0.0 0.0
H 0.0 0.0 0.0
H 0.0 0.0 0.0
H 0.0 0.0 0.0
H 0.0 0.0 0.0
H 0.0 0.0 0.0
H 0.0 0.0 0.0
H 0.0 0.0 0.0
H 0.0 0.0 0.0
H 0.0 0.0 0.0
H 0.0 0.0 0.0
H 0.0 0.0 0.0
H 0.0 0.0 0.0
H 0.0 0.0 0.0
Cl 0.0 0.0 0.0
C 0.0 0.0 0.1
C 0.0 0.0 -0.1
C 0.1 0.0 0.0
Cl -0.1 0.0 0.0
C 0.1 0.1 0.2
O 0.2 -0.1 0.0
C 0.0 0.0 0.0
Cl 0.0 0.0 0.0
C 0.0 0.0 0.0
H 0.0 0.0 0.0
H 0.0 0.0 0.0
C 0.0 0.0 0.0
C 0.0 0.0 0.0
C 0.0 0.0 0.0
C 0.0 0.0 0.0
C 0.0 0.0 0.0
C 0.0 0.0 0.1
H 0.0 0.0 0.0
H 0.0 0.0 0.0
H 0.0 0.0 0.0
H 0.0 0.0 0.0
H 0.0 0.0 0.0
H 0.0 0.0 0.0
H 0.0 0.0 0.0
H 0.0 0.0 0.0
H 0.0 0.0 0.0


DFT (the ωB97M-V functional and the def2-TZVPD basis) results for 2 unconnected molecules or ions with the total composition C3H10N.

LUMO   -4.0 eV
Calculated total energy   -174.77985 Ha
HOMO   -14.32 eV
Net charge   +1
2S+1   1
ΔE to the lowest compared entry with this formula, charge and spin   19.90 kcal/mol

Last column: Löwdin charge in e.
Geometry (Å):
N  -0.154795  1.165797  -1.605007  0.3072
H  -0.922561  0.533314  -1.832878  0.1501
H  0.218005  0.910951  -0.643219  0.0931
H  0.590785  1.077214  -2.295846  0.1576
H  -0.497243  2.128183  -1.579538  0.1576
C  -0.454984  -1.554975  0.442694  -0.1002
C  0.599229  -0.580038  0.859478  -0.2625
C  0.419499  0.588573  1.472333  -0.0179
H  -0.424779  -2.428282  1.093901  0.0928
H  -1.462503  -1.138846  0.459583  0.0803
H  -0.241704  -1.932887  -0.562344  0.0772
H  1.622035  -0.885919  0.655459  0.1114
H  1.276637  1.166930  1.788672  0.0736
H  -0.567626  0.949981  1.746713  0.0796

Forces on the atoms, in the same order (eV/Å):
N 0.1 0.0 0.4
H 0.0 0.0 -0.1
H -0.2 0.0 -0.2
H 0.0 0.0 -0.1
H 0.0 0.0 -0.1
C 0.1 0.1 -0.3
C 0.2 -0.1 0.0
C -0.1 0.0 0.0
H -0.1 0.0 0.0
H 0.0 0.0 0.1
H -0.1 0.0 0.0
H 0.0 -0.1 0.1
H 0.0 0.1 0.0
H 0.0 0.0 0.0


DFT (the ωB97M-V functional and the def2-TZVPD basis) results for a molecular structure, C40H49N3O2Ru.

LUMO (alpha / beta)   -6.1 / -8.7 eV
Calculated total energy   -1962.69563 Ha
HOMO (alpha / beta)   -13.75 / -13.94 eV
Net charge   +2
Expectation value of S²   6.057
2S+1   5

Last column: Löwdin spin population.
Geometry (Å):
Ru  -0.981470  0.031432  0.268284  1.7745
C  0.547499  5.967874  0.156384  0.0089
C  -0.002960  4.761176  -0.627881  0.0105
C  -0.176856  5.149870  -2.107755  0.0043
C  -1.302681  4.288259  -0.022807  0.1182
C  -2.419120  5.084717  -0.150413  0.0085
C  -3.663052  4.684750  0.333106  0.1955
C  -3.828144  3.463632  1.015783  0.0211
C  -2.772505  2.619117  1.175757  0.0933
C  -2.860090  1.416363  2.089259  0.0572
C  -2.161195  1.720777  3.420936  0.0083
C  -4.276337  0.906636  2.333193  0.0060
C  -1.480934  3.003367  0.624094  0.1817
N  -0.512454  2.063260  0.737213  0.2389
C  0.736657  2.281072  1.317467  0.0304
O  1.143908  3.320906  1.762266  0.0818
C  1.465290  0.986300  1.541124  0.0001
C  2.737832  0.880638  2.063154  -0.0009
C  3.246074  -0.388233  2.316248  -0.0010
C  2.461281  -1.512341  2.075798  -0.0006
C  1.193156  -1.322449  1.571255  0.0000
N  0.733582  -0.101782  1.304412  -0.0038
C  0.170225  -2.400652  1.399991  0.0181
O  0.444825  -3.567590  1.443768  0.0777
N  -1.120974  -1.901814  1.110904  0.2914
C  -2.197001  -2.564378  1.643454  0.1403
C  -2.221035  -2.910954  3.057742  0.1107
C  -3.306760  -3.610735  3.529300  0.0024
C  -4.356704  -3.979011  2.695424  0.1660
C  -4.351103  -3.626039  1.344454  0.0089
C  -3.315961  -2.914306  0.797160  0.0958
C  -3.322692  -2.627628  -0.688897  0.0063
C  -4.130146  -1.357339  -0.991713  0.0054
C  -3.865816  -3.789466  -1.520299  0.0013
C  -1.210625  -2.428876  4.085343  0.0093
C  -0.412882  -3.590275  4.707808  0.0068
C  -1.911351  -1.643525  5.207908  0.0049
H  1.417439  6.366044  -0.366586  0.0012
H  0.839907  5.690394  1.164610  0.0000
H  -0.201056  6.762939  0.215072  -0.0001
H  0.725278  3.955675  -0.565016  0.0003
H  -0.702700  6.102426  -2.204807  0.0000
H  -0.735876  4.404928  -2.680942  -0.0002
H  0.804417  5.275248  -2.569695  0.0003
H  -2.328057  6.041813  -0.649249  -0.0016
H  -4.521235  5.332158  0.191243  0.0090
H  -4.791729  3.220666  1.446543  -0.0008
H  -2.292022  0.585274  1.619383  0.0185
H  -2.732480  2.483441  3.955982  0.0015
H  -1.147073  2.101143  3.292700  0.0004
H  -2.120606  0.827446  4.044394  0.0008
H  -4.819186  1.582805  2.998317  0.0025
H  -4.234693  -0.068090  2.824858  0.0011
H  -4.846978  0.801759  1.411044  -0.0001
H  3.303208  1.780452  2.267650  0.0000
H  4.244630  -0.501324  2.720191  -0.0001
H  2.807831  -2.518183  2.284895  0.0000
H  -3.351045  -3.867903  4.581161  -0.0015
H  -5.193154  -4.538876  3.097771  0.0079
H  -5.167550  -3.948417  0.710808  -0.0010
H  -2.291176  -2.477560  -0.980426  0.0003
H  -5.119954  -1.415598  -0.532518  0.0000
H  -4.269586  -1.229999  -2.068348  0.0006
H  -3.642201  -0.468430  -0.607580  -0.0005
H  -4.946968  -3.904180  -1.413478  -0.0001
H  -3.390344  -4.730790  -1.239900  -0.0002
H  -3.666368  -3.610862  -2.579170  0.0001
H  -0.520718  -1.731803  3.611482  0.0001
H  -1.088525  -4.270420  5.231790  0.0001
H  0.294843  -3.197481  5.441527  0.0008
H  0.130115  -4.166205  3.964131  0.0003
H  -2.462333  -2.312295  5.872523  0.0000
H  -2.616685  -0.906806  4.816004  -0.0001
H  -1.166344  -1.122857  5.813381  0.0002
C  -0.199230  -2.879158  -2.140728  0.0018
C  -0.148758  -1.375710  -2.068043  0.0285
C  -1.302421  -0.602384  -2.266952  0.0083
C  -1.242351  0.796209  -2.371834  -0.0006
C  -2.441821  1.590491  -2.812271  0.0005
C  -0.000340  1.406994  -2.233136  0.0481
C  1.159393  0.671168  -1.989405  0.0422
C  2.493382  1.362456  -1.895825  0.0050
C  1.065901  -0.716416  -1.899461  0.0407
H  0.530441  -3.230430  -2.872231  0.0007
H  -1.181427  -3.235088  -2.450858  0.0000
H  0.052874  -3.350864  -1.187553  0.0003
H  -2.214042  -1.104516  -2.562429  0.0005
H  -3.372996  1.058781  -2.622041  0.0000
H  -2.379111  1.775487  -3.886412  -0.0004
H  -2.485850  2.561904  -2.315218  0.0009
H  0.075921  2.479586  -2.372863  0.0017
H  3.250432  0.718624  -1.447831  0.0001
H  2.434429  2.290135  -1.321009  0.0008
H  2.838020  1.630302  -2.897163  0.0022
H  1.967343  -1.302557  -1.739812  0.0009

Forces on the atoms, in the same order (eV/Å):
Ru 1.0 0.0 -0.3
C -0.1 0.0 -0.1
C 0.0 0.1 -0.1
C -0.1 0.0 0.0
C 0.1 -0.1 0.1
C -0.2 0.0 0.1
C 0.0 0.0 0.0
C -0.2 0.2 -0.1
C 0.1 0.0 0.0
C -0.1 0.1 0.0
C 0.0 0.1 0.0
C 0.0 0.0 0.0
C 0.1 0.1 -0.1
N -0.3 -0.2 0.1
C 0.0 -0.1 -0.1
O 0.0 0.2 0.0
C -0.2 0.0 -0.1
C 0.2 0.0 0.0
C 0.1 0.0 0.0
C 0.2 -0.1 0.0
C -0.2 0.1 0.1
N -0.2 -0.1 0.1
C -0.1 0.1 -0.1
O -0.1 -0.2 0.2
N -0.1 -0.2 0.1
C 0.1 0.0 0.0
C 0.0 0.0 -0.1
C 0.0 -0.1 0.0
C -0.1 0.0 0.0
C -0.1 0.0 0.2
C 0.1 0.1 0.0
C -0.2 0.1 0.1
C -0.3 -0.3 0.0
C 0.0 -0.1 0.0
C 0.0 -0.1 0.0
C -0.1 0.1 0.0
C 0.0 0.0 0.0
H 0.0 0.0 0.0
H 0.0 0.0 0.0
H 0.1 0.0 0.0
H 0.0 0.0 0.0
H 0.0 -0.1 0.0
H 0.0 0.1 0.0
H -0.1 0.0 0.0
H -0.1 -0.1 0.0
H 0.1 0.0 0.0
H 0.1 0.1 -0.1
H -0.3 -0.1 0.2
H 0.0 0.0 0.0
H 0.0 0.0 0.0
H 0.0 0.1 -0.1
H 0.0 -0.1 0.0
H 0.0 0.0 0.0
H 0.0 0.0 0.0
H 0.0 0.0 0.0
H 0.0 0.0 0.0
H 0.0 0.1 0.0
H 0.0 0.0 -0.1
H 0.1 0.0 0.0
H 0.0 0.0 0.1
H 0.0 0.1 0.1
H 0.0 0.0 -0.1
H 0.0 0.0 0.1
H 0.1 0.4 0.2
H 0.1 0.0 0.0
H 0.0 0.0 0.0
H 0.0 0.0 0.0
H 0.1 0.0 -0.1
H 0.0 0.0 0.0
H 0.0 0.0 -0.1
H 0.1 0.0 -0.1
H 0.0 0.1 0.0
H 0.0 -0.1 0.1
H 0.0 0.0 0.0
C 0.1 0.0 0.0
C 0.1 -0.1 0.0
C -0.1 0.0 -0.3
C -0.1 0.0 -0.3
C 0.0 0.0 0.1
C 0.1 0.2 0.0
C 0.1 0.1 0.1
C -0.1 0.0 0.0
C 0.1 -0.1 0.1
H 0.0 0.0 0.0
H 0.1 0.0 0.0
H 0.0 0.0 0.0
H 0.0 0.1 0.2
H 0.0 0.0 0.0
H 0.0 0.0 0.0
H 0.0 0.0 0.0
H 0.0 0.0 0.1
H 0.0 0.0 0.0
H 0.0 0.0 0.0
H 0.0 0.0 0.0
H 0.0 0.0 0.0


Question: The lowest calculated total energy belongs to which entry?
Answer: C40H51Cl3NO3Zr